Entry from the OMol25 dataset: a structure of composition CF3Pt at a distorted geometry (ωB97M-V/def2-TZVPD).

The geometry in XYZ format:
```
5
Properties=species:S:1:pos:R:3:forces:R:3:lowdin_spin:R:1
C -0.3043 -0.0565 -0.0689 -1.6538 -2.0208 -0.0783 0.277
F -0.9243 -0.7423 0.8775 0.4329 0.1010 -0.4535 0.050
F -1.2656 0.6836 -0.6106 0.9692 0.9955 0.9437 0.056
Pt 1.4641 -0.2437 -1.0933 0.9599 -0.6181 -1.3934 2.372
F 1.0301 0.3587 0.8953 -0.7083 1.5425 0.9816 0.245
```
Forces are in eV/Å.

E_tot, eV: -12429.548
HOMO (spin up / spin down), eV: -7.57 / -11.28
Multiplicity: 4